Record 1
C13H15FNO2S3 | ωB97M-V with the def2-TZVPD basis set

Each line ends with the natural charge from an NBO analysis.
Positions of all 35 atoms, in Å:
1 C -1.560 3.486 1.356  -0.415
2 C -1.775 3.215 -0.152  -0.415
3 C -1.977 1.695 -0.303  -0.221
4 N -1.928 1.095 1.053  -0.449
5 C -2.268 -0.201 1.348  -0.097
6 S -2.928 -1.180 0.167  -0.379
7 S -2.031 -0.789 2.894  -0.408
8 C -1.511 2.112 2.050  -0.216
9 H -0.641 4.057 1.536  0.195
10 H -2.379 4.093 1.762  0.197
11 H -2.643 3.766 -0.536  0.199
12 H -0.915 3.557 -0.742  0.194
13 H -2.939 1.449 -0.758  0.219
14 H -1.201 1.229 -0.917  0.197
15 H -0.514 1.858 2.418  0.188
16 H -2.192 2.064 2.905  0.216
17 F 2.260 0.240 -1.464  -0.458
18 S 1.676 -1.163 -1.342  2.312
19 C 2.196 -1.434 0.354  -0.497
20 C 1.949 -2.601 0.925  -0.104
21 C 2.331 -2.964 2.288  -0.103
22 C 2.002 -4.216 2.800  -0.160
23 C 2.367 -4.571 4.079  -0.213
24 C 3.064 -3.686 4.873  -0.205
25 C 3.398 -2.441 4.387  -0.229
26 C 3.036 -2.085 3.108  -0.116
27 O 0.193 -1.192 -1.284  -0.822
28 O 2.405 -2.218 -2.093  -0.888
29 H 2.699 -0.632 0.850  0.220
30 H 1.434 -3.347 0.341  0.229
31 H 1.454 -4.907 2.182  0.214
32 H 2.102 -5.543 4.463  0.209
33 H 3.344 -3.967 5.876  0.206
34 H 3.940 -1.747 5.009  0.207
35 H 3.305 -1.110 2.747  0.192

Atoms 1-2, force components in eV/Å:
C 0.0 -0.1 -0.1
C 0.1 -0.1 0.1

Its charge is -1. The total energy comes out at -54532.575 eV.

Record 2
C13H15INO5PS | ωB97M-V with the def2-TZVPD basis set

Each line ends with the natural charge from an NBO analysis.
Positions of all 37 atoms, in Å:
1 C 3.565 -1.898 -0.028  -0.267
2 O 3.311 -0.751 -0.879  -0.551
3 C 3.486 0.433 -0.062  -0.065
4 C 3.250 1.810 -0.840  -0.427
5 C 1.874 1.880 -1.677  -0.406
6 C 0.758 2.871 -1.003  -0.452
7 C -0.243 1.949 -0.158  0.008
8 C 0.291 1.435 1.233  -0.205
9 C -0.566 0.484 2.146  -0.173
10 C -1.950 0.089 1.592  -0.116
11 C -2.496 0.626 0.233  -0.138
12 C -1.677 1.562 -0.681  -0.158
13 I -2.478 2.244 -2.573  0.232
14 C -3.935 -0.031 0.081  0.693
15 O -4.958 0.309 -0.537  -0.459
16 N -3.861 -1.241 0.948  -0.863
17 P -3.401 -2.706 0.108  1.897
18 O -4.663 -3.035 -1.017  -0.946
19 O -3.124 -4.008 1.171  -0.946
20 S -1.771 -2.527 -0.973  -0.630
21 C -3.098 -0.861 2.150  0.688
22 O -3.256 -1.125 3.357  -0.477
23 H 3.518 -2.896 -0.588  0.206
24 H 4.586 -1.851 0.486  0.171
25 H 2.768 -1.934 0.804  0.172
26 H 4.567 0.430 0.354  0.170
27 H 2.799 0.322 0.848  0.162
28 H 3.203 2.647 -0.052  0.207
29 H 4.106 1.973 -1.574  0.223
30 H 2.121 2.334 -2.709  0.216
31 H 1.385 0.863 -1.854  0.237
32 H 1.300 3.623 -0.329  0.222
33 H 0.247 3.468 -1.828  0.241
34 H 1.330 1.740 1.614  0.237
35 H -0.208 0.064 3.138  0.253
36 H -4.375 -3.770 -1.616  0.517
37 H -2.404 -4.520 0.716  0.526

Atoms 1-2, force components in eV/Å:
C -0.4 -0.6 0.7
O 0.6 0.0 1.3

Its charge is 0. Its SMILES is COCCCCc1ccc2c(c1I)C(=O)N(P(O)(O)=S)C2=O. The total energy comes out at -53672.095 eV.

Record 3
C13H15N3O3SSi | ωB97M-V with the def2-TZVPD basis set

Each line ends with the natural charge from an NBO analysis.
Positions of all 36 atoms, in Å:
1 C -0.600 -2.519 3.667  -1.092
2 Si 1.042 -2.540 2.778  1.591
3 C 1.603 -4.293 2.751  -1.111
4 C 2.317 -1.443 3.688  -1.079
5 C 0.779 -2.027 1.025  -0.348
6 C 0.622 -0.724 0.662  -0.072
7 N 0.221 -0.798 -0.670  -0.220
8 C -0.294 0.173 -1.574  0.222
9 C -0.397 -0.116 -2.960  -0.205
10 C -0.796 0.839 -3.830  -0.223
11 C -1.012 2.194 -3.376  0.299
12 C -1.011 2.434 -1.943  -0.140
13 C -0.607 1.427 -1.066  -0.207
14 C -1.357 3.704 -1.369  -0.183
15 C -1.530 4.796 -2.098  -0.392
16 S -1.365 4.573 -3.896  2.252
17 O -2.685 5.114 -4.329  -0.895
18 O -0.187 5.439 -4.139  -0.880
19 O -1.193 3.069 -4.347  -0.612
20 N 0.094 -2.112 -1.017  -0.044
21 N 0.478 -2.840 -0.022  -0.218
22 H -1.320 -3.008 3.050  0.239
23 H -0.516 -3.004 4.635  0.239
24 H -0.920 -1.517 3.777  0.226
25 H 0.749 -4.865 2.407  0.243
26 H 1.908 -4.662 3.725  0.237
27 H 2.415 -4.383 2.040  0.241
28 H 1.827 -0.672 4.245  0.231
29 H 2.911 -1.002 2.938  0.232
30 H 2.976 -2.033 4.299  0.243
31 H 0.612 0.176 1.288  0.232
32 H -0.205 -1.112 -3.349  0.255
33 H -0.812 0.656 -4.899  0.237
34 H -0.486 1.601 -0.014  0.221
35 H -1.382 3.739 -0.287  0.221
36 H -1.878 5.736 -1.788  0.260

Atoms 1-2, force components in eV/Å:
C 0.9 -0.2 -0.2
Si 0.6 -0.4 1.3

Its charge is 0. Its SMILES is C[Si](C)(C)c1cn(-c2ccc3c(c2)C=CS(=O)(=O)O3)nn1. The total energy comes out at -43047.387 eV. The energy relative to the best compared isomer or geometry (same formula, charge and spin) comes out at 0.0 kcal per mole.

Record 4
C13H15N3O4S | ωB97M-V with the def2-TZVPD basis set

Each line ends with the natural charge from an NBO analysis.
Positions of all 36 atoms, in Å:
1 C 3.981 3.069 -4.024  -0.715
2 C 2.793 2.219 -3.627  0.690
3 O 1.768 2.166 -4.261  -0.583
4 N 3.027 1.519 -2.469  -0.604
5 C 2.190 0.640 -1.790  0.169
6 C 0.880 0.379 -2.196  -0.209
7 C 0.101 -0.504 -1.473  -0.137
8 C 0.626 -1.122 -0.356  -0.376
9 S -0.365 -2.242 0.595  2.307
10 O 0.403 -3.377 1.008  -0.931
11 O -1.636 -2.460 -0.021  -0.914
12 N -0.583 -1.356 2.049  -0.857
13 C -1.445 -0.290 2.018  0.474
14 O -1.408 0.492 0.928  -0.301
15 N -2.300 1.516 1.098  -0.143
16 C -2.863 1.357 2.265  0.173
17 C -3.893 2.293 2.777  -0.645
18 C -2.356 0.199 2.920  -0.197
19 C -2.729 -0.332 4.259  -0.624
20 C 1.920 -0.879 0.062  -0.158
21 C 2.702 0.003 -0.654  -0.242
22 H 4.208 3.787 -3.239  0.229
23 H 4.854 2.441 -4.192  0.228
24 H 3.745 3.603 -4.939  0.246
25 H 3.938 1.640 -2.048  0.397
26 H 0.487 0.870 -3.070  0.258
27 H -0.916 -0.718 -1.757  0.248
28 H -0.674 -1.949 2.860  0.423
29 H -4.827 1.760 2.950  0.225
30 H -3.569 2.726 3.722  0.224
31 H -4.057 3.083 2.051  0.241
32 H -2.378 -1.355 4.376  0.212
33 H -3.811 -0.317 4.378  0.225
34 H -2.293 0.278 5.051  0.219
35 H 2.296 -1.390 0.934  0.239
36 H 3.716 0.205 -0.339  0.210

Atoms 1-2, force components in eV/Å:
C -0.2 0.1 -0.2
C 0.4 0.2 0.0

Its charge is 0. Its SMILES is CC(=O)Nc1ccc(S(=O)(=O)Nc2onc(C)c2C)cc1. The total energy comes out at -37218.989 eV. The energy relative to the best compared isomer or geometry (same formula, charge and spin) comes out at 48.9 kcal per mole.

Record 5
C13H15NSi | ωB97M-V with the def2-TZVPD basis set

Each line ends with the natural charge from an NBO analysis.
Positions of all 30 atoms, in Å:
1 N 0.087 1.020 1.794  -1.388
2 Si 0.096 1.048 0.197  1.823
3 C 0.932 -0.476 -0.551  -0.533
4 C 1.168 -0.779 -1.918  -0.181
5 C 1.754 -1.978 -2.306  -0.232
6 C 2.111 -2.900 -1.332  -0.184
7 C 2.058 -2.605 0.002  -0.219
8 C 1.404 -1.410 0.407  -0.158
9 C -0.833 1.868 -1.269  -0.484
10 C -0.169 2.439 -2.334  -0.207
11 C -0.801 2.929 -3.420  -0.218
12 C -2.206 2.869 -3.505  -0.195
13 C -2.914 2.297 -2.416  -0.214
14 C -2.236 1.776 -1.333  -0.205
15 H -0.096 1.654 2.575  0.404
16 H 0.870 -0.039 -2.742  0.218
17 H 1.916 -2.101 -3.374  0.218
18 H 2.528 -3.828 -1.593  0.208
19 H 2.297 -3.296 0.703  0.207
20 H 1.278 -1.195 1.474  0.241
21 H 0.894 2.639 -2.243  0.211
22 H -0.233 3.280 -4.291  0.219
23 H -2.739 2.957 -4.517  0.224
24 H -4.019 2.176 -2.523  0.220
25 H -2.823 1.569 -0.399  0.225
26 C -0.030 -1.918 4.093  -0.847
27 H 0.691 -1.381 4.628  0.213
28 H 0.172 -2.897 3.670  0.210
29 H -0.259 -1.379 3.106  0.224
30 H -0.846 -1.941 4.639  0.199

Atoms 1-2, force components in eV/Å:
N 0.1 0.8 -0.3
Si -0.3 -0.9 -0.5

Its charge is 0. Its SMILES is N=[Si](c1ccccc1)c1ccccc1.C. The total energy comes out at -23090.200 eV. The energy relative to the best compared isomer or geometry (same formula, charge and spin) comes out at 32.5 kcal per mole.

Record 6
C13H15O8S | ωB97M-V with the def2-TZVPD basis set

Each line ends with the natural charge from an NBO analysis.
Positions of all 37 atoms, in Å:
1 C 2.088 -3.437 0.941  -0.640
2 C 2.737 -2.291 0.213  -0.002
3 C 3.925 -2.491 -0.421  -0.214
4 C 4.490 -1.467 -1.106  -0.221
5 C 3.889 -0.256 -1.168  -0.230
6 C 2.718 -0.061 -0.508  -0.179
7 C 2.124 -1.068 0.194  0.000
8 C 0.827 -0.772 0.904  -0.435
9 C -0.394 -1.449 0.223  -0.021
10 O 0.008 -1.856 -1.108  -0.513
11 C -0.677 -2.868 -1.634  0.671
12 O -1.049 -3.871 -1.056  -0.604
13 C -1.553 -0.416 0.065  0.735
14 O -2.588 -0.618 0.742  -0.757
15 O -1.324 0.503 -0.737  -0.790
16 H 2.814 -4.176 1.268  0.203
17 H 1.442 -3.104 1.743  0.217
18 H 1.440 -3.945 0.224  0.235
19 H 4.364 -3.474 -0.358  0.196
20 H 5.436 -1.636 -1.603  0.195
21 H 4.353 0.529 -1.745  0.201
22 H 2.239 0.903 -0.563  0.212
23 H 0.922 -1.098 1.937  0.208
24 H 0.690 0.302 0.928  0.231
25 H -0.709 -2.282 0.841  0.206
26 H -0.870 -2.744 -2.708  0.108
27 C -2.747 3.042 0.060  -0.113
28 C -3.901 3.767 -0.590  -0.102
29 O -4.586 4.413 0.499  -0.697
30 S -3.518 4.836 1.615  2.552
31 O -3.187 6.207 1.435  -0.925
32 O -3.971 4.350 2.868  -0.908
33 O -2.302 3.952 1.099  -0.694
34 H -3.066 2.109 0.525  0.237
35 H -1.937 2.829 -0.630  0.248
36 H -4.573 3.092 -1.111  0.214
37 H -3.555 4.543 -1.278  0.177

Atoms 1-2, force components in eV/Å:
C -0.2 -0.1 -0.7
C -0.9 -1.3 1.4

Its charge is -1. The total energy comes out at -40940.859 eV. The energy relative to the best compared isomer or geometry (same formula, charge and spin) comes out at 0.0 kcal per mole.

Orbital gap
In order: 5.067 8.033 8.700 9.149 9.070 8.262
Unit: eV
Molar mass
In order: 332.467 455.210 321.434 309.347 213.356 331.322
Unit: g/mol
HOMO
In order: -2.670 -9.073 -9.070 -8.650 -9.053 -5.243
Unit: eV